122
Properties=species:S:1:pos:R:3:forces:R:3:mulliken_charge:R:1 method="wB97M-V/def2-TZVPD" total_charge=-2 lumo_energy_ev=3.87 e_tot_ha=-6614.56408 gap_ev=7.05
Sr -1.1771 0.7109 0.0432 4.427 -1.610 -1.637 4.71
O -5.2904 0.9234 0.3789 0.344 0.296 -0.434 -0.71
As -3.7828 1.2804 1.2661 -2.696 0.676 1.710 1.47
O -4.2602 1.5430 2.8025 -0.220 -0.002 0.377 -1.17
O -2.8663 -0.0334 0.9365 -2.989 -1.583 1.701 0.27
C -3.2937 3.0303 0.5576 -0.162 0.372 0.302 -0.79
C -4.3059 3.7402 -0.0814 -0.012 0.014 -0.045 -0.42
C -4.0973 5.0498 -0.4779 0.026 0.103 0.045 -0.70
C -2.8915 5.6885 -0.2129 -0.021 -0.056 -0.047 -0.70
C -1.8955 5.0035 0.4615 0.061 0.012 0.072 -0.84
C -2.1087 3.6897 0.8481 -0.088 -0.484 0.045 1.29
S -0.7710 2.8658 1.7560 0.851 2.729 0.292 -0.70
O -1.4132 1.6520 2.2679 -0.299 -0.098 0.729 -0.06
O 0.1032 2.4911 0.4255 0.834 2.704 1.424 0.57
O 1.0575 1.8843 1.3698 0.505 -0.530 -0.103 -0.94
H -5.1076 0.9478 -0.5796 -0.234 -0.057 0.127 0.12
H -5.2513 3.2586 -0.2899 0.018 -0.009 -0.014 0.51
H -4.8864 5.5828 -0.9936 -0.004 -0.023 -0.014 0.39
H -2.7366 6.7122 -0.5298 0.022 0.002 0.011 0.40
H -0.9511 5.4794 0.7045 0.005 0.012 -0.047 0.46
O 0.8239 -0.6455 2.7196 -0.168 0.084 -0.067 -0.99
H 1.0480 -1.2235 1.9709 -0.035 0.000 0.041 0.22
H 0.7711 0.2512 2.3203 0.081 -0.140 -0.002 0.46
O -1.8696 -0.8113 -1.4489 -0.405 -0.927 -1.270 -0.89
S -2.8800 -1.7379 -0.8461 -0.441 -2.120 -1.452 0.97
C -2.3112 -3.3743 -1.4560 -0.197 0.266 -0.075 -0.99
C -2.7563 -3.4599 -2.9024 -0.088 0.012 -0.012 0.05
C -4.2185 -3.0278 -2.8864 0.114 -0.033 -0.139 -0.86
C -4.2659 -1.7356 -2.0783 -0.095 -0.056 0.356 -0.41
H -2.7880 -4.1201 -0.8195 0.057 -0.064 0.047 0.37
H -1.2348 -3.3978 -1.3096 0.012 0.011 0.152 0.37
H -2.6278 -4.4614 -3.3201 0.064 0.026 -0.001 0.47
H -2.1741 -2.7503 -3.4966 0.034 -0.069 -0.055 -0.22
H -4.8250 -3.8004 -2.4036 0.007 -0.001 -0.014 0.32
H -4.6061 -2.8789 -3.8973 -0.073 0.035 0.046 0.41
H -5.2010 -1.6087 -1.5313 -0.007 0.101 -0.028 0.38
H -4.0876 -0.8542 -2.6935 0.040 0.050 0.063 -0.31
C -2.4296 -0.2582 4.6300 -0.030 0.269 -0.196 -1.35
C -2.6763 -1.3488 3.6499 -0.152 -0.136 0.176 1.21
C -3.9381 -1.7823 3.3222 0.062 0.034 0.002 -0.88
C -4.0505 -2.6859 2.2603 0.198 -0.110 0.165 1.57
N -3.0058 -3.2876 1.7194 -0.322 0.147 0.088 -0.39
C -1.7684 -2.9165 2.1028 0.265 -0.265 0.364 -0.17
S -0.3934 -3.6719 1.5302 0.324 -0.036 -0.177 -0.44
N -1.6240 -1.9062 3.0332 -0.513 0.007 -0.255 0.21
C -5.3918 -2.9765 1.6573 0.044 0.099 0.009 -1.54
H -2.9251 -0.4686 5.5779 0.055 -0.086 0.021 0.47
H -2.8921 0.6395 4.2032 0.039 0.055 0.053 0.19
H -1.3649 -0.0847 4.7764 -0.005 -0.028 0.062 0.24
H -4.8040 -1.3160 3.7675 0.004 0.074 -0.034 0.19
H -0.6888 -1.4746 3.1137 -0.005 -0.080 0.051 0.20
H -6.0530 -3.4587 2.3799 -0.022 0.007 -0.002 0.49
H -5.2736 -3.6163 0.7847 -0.007 -0.038 0.029 0.26
H -5.8446 -2.0279 1.3574 -0.046 -0.029 -0.008 0.24
C 4.7484 0.3203 2.7335 -0.647 -0.114 -0.164 -1.30
S 3.4030 0.4442 1.4504 1.473 0.594 0.478 0.96
O 3.8853 -0.4514 0.3819 -0.004 -0.455 -0.334 -0.71
C 3.9869 2.0921 0.9640 -0.203 0.093 -0.060 -0.06
C 3.7076 3.2157 1.7283 -0.033 -0.015 0.012 -0.26
C 4.1847 4.4501 1.3190 0.018 0.014 0.042 -0.67
C 4.9382 4.5589 0.1551 0.063 0.020 -0.049 -0.39
C 5.2053 3.4318 -0.6068 0.010 0.077 0.095 -0.44
C 4.7136 2.1968 -0.2053 0.075 -0.226 -0.037 -0.43
H 5.7085 0.4563 2.2408 -0.036 0.041 -0.090 0.39
H 4.6757 -0.6823 3.1521 -0.030 -0.005 0.030 0.40
H 4.5843 1.0705 3.5062 0.023 0.004 0.028 0.36
H 3.0987 3.1194 2.6181 -0.041 0.049 -0.002 0.34
H 3.9667 5.3370 1.9020 -0.024 -0.018 0.016 0.39
H 5.3087 5.5282 -0.1568 -0.006 -0.006 -0.016 0.38
H 5.7948 3.5087 -1.5125 -0.047 0.009 -0.034 0.38
H 4.8856 1.2960 -0.7819 0.003 0.000 -0.003 0.43
N 0.7938 -0.4538 -0.6114 1.290 -1.099 -0.145 -1.41
C 1.5349 -1.1955 -1.1409 -0.192 0.301 0.598 -0.26
N 2.3002 -1.8637 -1.8906 0.018 0.058 -0.951 -0.39
C 3.1325 -2.8487 -1.8905 -0.021 -0.206 0.318 0.76
N 3.8800 -3.7293 -2.0431 0.018 0.068 0.062 -0.96
C 3.8513 1.5852 -6.2518 -0.111 -0.014 0.124 -1.72
C 3.7103 0.8450 -4.9245 -0.317 -0.040 0.303 1.97
C 4.7875 1.3334 -3.9573 -0.186 0.014 0.064 -1.75
C 3.9248 -0.6495 -5.1598 -0.140 0.085 0.078 -2.06
Sb 1.7658 1.0116 -3.7017 0.320 0.419 -0.871 -0.11
C 0.2866 0.1014 -5.1434 0.204 0.236 0.192 1.99
C -1.1162 0.4638 -4.6660 0.163 0.063 -0.004 -1.49
C 0.4561 -1.4060 -4.9549 0.067 0.130 0.028 -1.40
C 0.4749 0.5065 -6.5993 0.021 -0.057 0.152 -1.89
C 1.4379 3.2617 -3.7782 0.030 -0.294 -0.163 2.45
C 2.1692 4.0239 -4.8760 -0.022 -0.135 0.124 -2.00
C 1.9581 3.6933 -2.4096 -0.043 -0.083 -0.143 -1.47
C -0.0497 3.5700 -3.8642 0.140 -0.098 0.037 -1.59
H 4.7556 1.2293 -6.7650 0.029 -0.001 -0.003 0.50
H 3.9550 2.6586 -6.1041 0.024 -0.069 -0.111 0.32
H 3.0026 1.4097 -6.9115 0.050 0.039 -0.064 0.12
H 5.7874 1.2166 -4.3967 0.007 -0.024 -0.029 0.54
H 4.7503 0.7552 -3.0317 0.084 0.029 0.040 0.24
H 4.6479 2.3897 -3.7097 0.061 0.009 0.043 0.16
H 4.9628 -0.8396 -5.4632 0.024 0.025 -0.011 0.55
H 3.2754 -1.0187 -5.9559 0.022 -0.052 0.003 0.31
H 3.7281 -1.2246 -4.2524 0.028 -0.113 -0.036 0.33
H -1.2152 0.2874 -3.5940 -0.175 -0.011 0.003 -0.41
H -1.8536 -0.1630 -5.1849 0.000 -0.047 0.014 0.58
H -1.3726 1.5007 -4.8750 -0.049 -0.004 0.050 0.20
H 0.2831 -1.6673 -3.9084 0.024 -0.128 -0.030 0.07
H 1.4515 -1.7533 -5.2313 -0.034 -0.071 0.042 0.24
H -0.2761 -1.9428 -5.5726 -0.039 0.008 -0.013 0.47
H 0.4937 1.5940 -6.7051 -0.001 0.005 -0.088 0.23
H -0.3571 0.1234 -7.2058 -0.014 -0.025 -0.010 0.48
H 1.4002 0.0967 -7.0077 -0.009 0.033 -0.050 0.31
H 3.2513 3.9409 -4.7601 -0.024 0.074 -0.032 0.30
H 1.9063 5.0896 -4.8197 0.003 0.024 0.020 0.51
H 1.8969 3.6609 -5.8691 0.019 0.057 -0.023 0.28
H 1.4413 3.1515 -1.6159 0.059 0.090 0.126 0.04
H 1.8031 4.7702 -2.2598 -0.027 0.029 0.000 0.52
H 3.0256 3.4907 -2.3164 0.060 0.008 0.116 -0.08
H -0.4370 3.3719 -4.8651 -0.081 -0.003 0.024 0.38
H -0.2252 4.6314 -3.6396 0.035 0.028 -0.011 0.58
H -0.6076 2.9872 -3.1347 -0.188 0.019 -0.040 -0.34
B -4.5045 1.8478 -3.0084 -0.228 0.006 -0.212 0.87
C -3.1718 1.8745 -2.1839 0.493 0.106 -0.354 -1.21
N -2.1372 1.9221 -1.6700 -1.089 1.041 -1.589 -0.07
H -5.4546 1.5376 -2.3123 0.012 -0.024 0.078 -0.08
H -4.6616 2.9627 -3.4645 -0.040 0.004 0.018 -0.24
H -4.3508 1.0296 -3.8935 -0.025 0.004 -0.021 -0.17

127
Properties=species:S:1:pos:R:3:forces:R:3:mulliken_charge:R:1 method="wB97M-V/def2-TZVPD" lumo_energy_ev=0.18 e_above_lowest_kj_mol=288.7 e_tot_ha=-3570.60000 smiles="C[C@H]1COC(=O)O1.C[C@H]1COC(=O)O1.C[C@H]1COC(=O)O1.C[C@H]1COC(=O)O1.C[C@H]1COC(=O)O1.C[C@H]1COC(=O)O1.C[C@H]1COC(=O)O1.COC(=O)OC.COC(=O)OC.CCCC#N" gap_ev=9.99
C 1.8034 4.3165 5.4851 0.152 -0.006 0.684 -1.45
C 1.9327 3.1046 4.5631 1.334 -0.190 2.325 0.35
C 0.9261 2.9193 3.5255 -2.216 -0.640 -0.603 0.73
O 1.4941 3.5687 2.3595 -2.369 -0.552 -0.143 -0.24
C 2.7793 3.5537 2.5398 2.726 1.882 -2.130 0.54
O 3.6384 3.8877 1.7566 -0.964 -0.436 -0.198 -0.65
O 3.0607 3.2655 3.7586 2.911 -0.863 2.171 -0.36
H 0.8079 4.2774 5.9567 0.299 0.191 -0.168 0.34
H 1.9521 5.2978 4.9584 -0.194 -1.016 0.377 0.32
H 2.5548 4.2104 6.3114 -0.562 0.323 -0.799 0.37
H 2.1628 2.1652 5.1536 -0.797 1.070 -0.408 0.27
H -0.0259 3.3986 3.7983 0.206 -0.481 -0.534 0.20
H 0.8646 1.8211 3.3592 -0.505 0.756 -0.534 -0.48
C 4.3664 -1.9005 -5.1943 -0.728 -1.692 -1.337 -1.74
C 3.2843 -1.7954 -4.1625 -0.663 1.492 -0.802 1.52
C 1.8555 -2.0397 -4.7464 3.275 -2.692 -2.655 0.92
O 1.4263 -3.0780 -3.9576 -3.066 -1.040 -0.351 -0.27
C 2.3071 -3.4879 -3.1148 -0.150 -2.340 4.707 0.65
O 2.0813 -4.3353 -2.2388 0.430 1.275 -2.047 -0.68
O 3.4071 -2.7783 -3.1387 0.751 0.316 -0.509 -0.30
H 4.2572 -2.8515 -5.8975 0.082 2.025 1.422 0.33
H 5.3265 -1.9051 -4.7541 1.015 -0.163 0.658 0.43
H 4.3206 -0.9793 -5.7492 -0.061 0.210 -0.754 0.38
H 3.2406 -0.7849 -3.6975 0.540 -0.781 -0.129 -0.33
H 1.8003 -2.4348 -5.8299 0.669 0.626 1.334 0.09
H 1.2443 -1.2427 -4.7452 -2.195 2.798 0.748 -0.93
C -2.8561 -1.3695 -0.6247 1.887 0.419 0.397 -1.25
C -1.5801 -1.7389 0.2011 -2.293 -2.361 -1.671 0.80
C -0.5044 -2.1336 -0.7851 -0.537 3.476 -1.407 -0.76
O 0.6106 -1.5089 -0.2349 3.735 -0.258 1.633 -0.14
C 0.2797 -0.5706 0.6321 -0.695 -0.694 0.076 -0.18
O 1.0043 0.1619 1.2318 0.118 0.193 0.061 -0.85
O -1.0612 -0.6240 0.7774 0.663 2.746 1.769 0.51
H -2.6411 -0.5019 -1.2768 0.245 -0.692 0.194 -0.01
H -3.7204 -1.0983 -0.1092 -1.187 0.408 1.568 0.40
H -3.1437 -2.2012 -1.2029 -0.127 -1.015 -1.062 0.51
H -1.6630 -2.5401 0.9829 -0.517 0.554 -0.585 0.26
H -0.5202 -1.4381 -1.6474 -1.404 -1.174 -0.645 -0.40
H -0.3273 -3.1178 -1.0649 0.276 -1.794 -0.119 0.74
C 3.1330 -5.6809 3.1130 2.676 1.311 -2.013 -1.89
C 2.6144 -4.3806 2.6485 -0.318 -1.348 -0.404 0.64
C 2.0818 -4.4716 1.2406 0.968 -1.216 -1.383 -0.12
O 0.7555 -4.2090 1.4104 -5.144 -0.127 -0.009 -0.21
C 0.3545 -4.2094 2.6790 -3.166 -0.854 1.978 0.70
O -0.7916 -4.2580 3.1971 3.389 0.613 -2.701 -0.65
O 1.4219 -4.2377 3.4392 0.808 1.193 1.117 -0.34
H 2.4414 -6.4328 3.0693 -1.799 -1.856 -0.024 0.44
H 3.4421 -5.4247 4.0522 1.001 -0.449 2.865 0.51
H 4.0038 -5.9181 2.4932 0.029 -0.276 0.215 0.41
H 3.3481 -3.6063 2.8267 -0.259 0.521 0.048 0.44
H 2.2128 -5.4607 0.6284 0.013 1.654 1.457 0.24
H 2.2963 -3.6561 0.6269 1.773 0.988 -1.298 -0.05
C -0.1690 3.2203 -0.0640 1.155 1.857 -0.230 -1.34
C -0.8215 2.4516 -1.1936 -0.209 1.083 1.817 2.39
C -0.9144 3.2285 -2.4755 -2.657 -1.610 -1.445 -0.42
O 0.2545 2.8313 -3.0703 1.554 2.945 -3.288 -0.37
C 0.7238 1.7463 -2.6039 4.048 -3.770 -0.417 -0.43
O 1.6944 1.1213 -3.0396 -1.887 1.304 0.287 -0.62
O 0.0719 1.3578 -1.5421 -1.880 -0.153 1.081 1.01
H -0.8680 3.6853 0.6221 -0.353 0.365 -0.254 0.56
H 0.6378 3.9954 -0.3459 -1.490 -0.952 -0.128 0.36
H 0.4102 2.6133 0.5728 0.426 -1.368 0.551 -0.24
H -1.8051 2.1233 -0.8689 0.123 -0.688 -0.059 -1.34
H -1.1162 4.2720 -2.5793 0.712 0.928 0.999 0.46
H -1.7271 2.8501 -3.1648 0.361 -0.161 0.789 0.00
C 0.1491 0.3030 -6.7879 -0.353 -0.125 -1.255 -2.00
C -0.7739 0.8939 -5.8034 -0.853 2.180 -2.772 0.73
C -2.1826 0.9729 -6.6088 2.086 -0.175 1.760 -0.55
O -3.0061 0.3135 -5.6721 -0.252 -0.331 0.044 -0.35
C -2.2736 -0.2484 -4.6848 -1.449 -1.109 2.707 0.29
O -2.7761 -0.9172 -3.8003 1.025 1.029 -1.785 -0.48
O -0.9619 0.1173 -4.6820 -1.792 -0.718 0.225 0.19
H 0.1249 0.9991 -7.6171 -0.045 0.082 -0.566 0.56
H -0.2199 -0.6779 -7.1811 0.634 0.625 0.591 0.35
H 1.1489 0.3583 -6.4809 1.567 -0.680 0.597 0.48
H -0.4978 1.9250 -5.5194 0.183 -0.530 0.084 0.14
H -2.1120 0.4710 -7.5607 -0.160 -0.653 -0.094 0.34
H -2.4650 1.9833 -6.8346 -0.534 0.531 0.443 0.35
C -0.8021 -2.1510 6.6830 -0.496 -0.872 0.479 -1.60
C -0.0940 -1.3292 5.6293 -0.106 -2.421 0.382 0.50
C -0.7326 -1.3062 4.2347 -1.587 -2.150 -0.174 -0.06
O -1.2672 -0.0244 4.1420 -1.119 0.916 -1.542 0.65
C -0.8741 0.6950 5.1334 0.357 2.005 2.618 0.06
O -1.1612 1.8245 5.4198 -0.224 -0.008 -0.899 -0.59
O -0.0812 -0.0136 5.9441 0.865 2.327 1.098 -0.42
H -0.6803 -3.1704 6.2892 0.089 -0.120 0.782 0.38
H -1.8683 -2.0107 6.6860 -0.698 0.413 -0.306 0.37
H -0.5480 -2.0244 7.7835 0.522 -0.157 -1.634 0.32
H 0.9135 -1.7253 5.5992 0.417 0.180 -0.321 0.33
H -1.6743 -1.9613 4.0797 2.210 0.338 0.136 0.24
H 0.0509 -1.3625 3.4945 -0.082 -0.586 -0.576 -0.21
C 7.7847 1.2833 -2.9759 -0.863 -1.155 -1.210 -0.57
O 6.6286 1.6126 -2.1431 -1.503 -1.295 1.440 -0.28
C 5.6739 0.6531 -1.8713 0.192 -5.821 -4.424 0.50
O 5.6490 -0.5768 -2.6551 0.118 7.429 4.964 -0.58
O 4.7621 0.9397 -0.9086 2.843 0.751 -2.342 -0.18
C 3.7069 0.0273 -0.6700 -2.072 0.524 0.113 0.14
H 7.4228 1.0379 -4.0036 0.212 0.070 0.862 0.25
H 8.3774 0.4359 -2.6121 -0.593 0.056 0.239 0.28
H 8.4730 2.1162 -3.0689 -0.538 0.544 0.526 0.26
H 4.0597 -0.8676 -0.2744 0.976 -1.333 1.388 0.59
H 3.1949 -0.3538 -1.5323 -0.047 0.597 -1.010 -0.22
H 2.9174 0.5132 -0.0280 1.349 -0.327 -0.539 -0.15
C -4.3339 1.6721 -2.3797 -2.177 0.872 -2.326 -0.09
O -4.7183 1.0906 -1.1878 -1.290 -2.227 4.965 0.17
C -5.9377 1.3007 -0.5896 -5.587 5.202 -3.739 0.38
O -6.8770 2.1030 -1.2509 5.556 -4.966 4.055 -0.66
O -6.2119 0.8014 0.6752 3.326 -0.428 -3.444 -0.14
C -7.4462 0.9478 1.3445 -2.035 0.627 -1.600 -0.79
H -4.5512 2.7159 -2.2643 0.157 0.825 -0.389 0.51
H -5.0236 1.2822 -3.1555 0.465 0.348 0.112 0.38
H -3.3168 1.5096 -2.7537 -0.135 -0.541 1.171 -0.74
H -8.3157 0.3642 0.9063 1.433 0.046 0.360 0.27
H -7.7793 1.9668 1.1672 0.059 0.305 0.622 0.35
H -7.2602 0.6819 2.3743 0.014 0.076 0.117 0.30
C -4.1951 -0.3132 2.9255 0.905 -0.873 2.466 -0.54
C -3.8708 1.1648 3.1545 -1.230 -0.332 0.348 -0.93
C -2.8819 1.7264 2.1463 -0.825 0.235 1.785 2.52
C -2.6664 3.0600 2.6494 -0.525 -5.909 -3.275 -0.09
N -2.5095 4.1021 2.9554 1.054 7.160 2.363 -0.67
H -4.7576 -0.7737 3.8459 1.488 0.609 -1.528 0.19
H -3.3446 -0.9646 2.5109 -1.231 0.978 0.906 -0.36
H -4.9362 -0.1963 2.2281 -1.676 -0.756 -2.184 0.29
H -3.4951 1.4108 4.1336 0.454 -0.275 0.437 0.40
H -4.8366 1.7274 3.1471 0.586 -0.292 -0.336 0.64
H -3.1413 1.6519 1.1202 -0.542 0.199 -0.918 -0.37
H -2.0093 1.1700 2.3052 1.521 -0.724 -0.081 -0.97